A 9-piece molecular cluster, C3H25NO8 overall at a distorted geometry. Source: OMol25; level of theory: ωB97M-V/def2-TZVPD.

2S+1	2
E_HOMO (alpha / beta)	-13.6 / -13.6	eV
frontier orbital gap (alpha / beta)	10.20 / 4.98	eV
net charge	+1
ΔE to the lowest compared entry with this formula, charge and spin	136.07	kJ/mol
DFT total energy	-785.5393	Eh

```
37
C3H25NO8, DFT ωB97M-V/def2-TZVPD
C 0.3802 1.9978 -0.1217
C -0.6262 1.8347 1.0085
N -1.2424 0.5081 1.1036
C -2.6894 0.6401 1.4259
H 0.9131 2.8976 0.1180
H 0.0807 2.0883 -1.1987
H 1.1463 1.1811 0.0547
H -1.4250 2.5550 0.6390
H -0.1212 2.2897 1.9718
H -0.7712 -0.2202 1.6556
H -3.2447 1.4738 0.8705
H -3.1774 -0.3520 1.0055
H -2.9581 0.6878 2.4608
H 1.3279 -1.1864 -3.0627
H 0.3275 -1.0550 -1.9035
O 1.3121 -1.1927 -2.1620
H 3.7678 -0.0096 1.8153
H 3.8018 1.4678 1.6003
O 3.8798 0.8061 2.2841
H 2.0174 -2.7458 -0.9755
H 0.6901 -2.5553 -0.5654
O 1.4848 -2.8478 -0.1512
H 1.9971 0.2858 3.6558
H 1.6451 -0.3735 2.3335
O 1.2231 0.0971 3.0326
H 2.8407 -2.6541 2.4143
H 2.2876 -2.1311 1.1464
O 2.9281 -1.9142 1.8579
H -2.0361 1.5768 -3.6906
H -2.3708 0.9566 -2.2248
O -2.3537 1.7883 -2.6879
H -2.4505 -0.1486 -3.3974
H -1.5805 -1.1812 -3.7273
O -1.8411 -0.4717 -4.0392
H -1.4422 -0.8612 -0.3489
H -2.2015 -1.9169 -1.0327
O -1.5190 -1.3148 -1.1642
```

Atom charges from the natural (NBO) analysis, given in e for atoms 1 to 5: C -0.63; C -0.31; N -0.17; C -0.48; H 0.25